Density functional theory data (ωB97M-V/def2-TZVPD) for C36H32GeIrN4O5S2SbSe4 as an isolated structure at a distorted geometry.

Structure (XYZ):
```
86
Properties=species:S:1:pos:R:3:forces:R:3
Ir 10.33342 13.36533 11.04904 1.42 1.83 0.28
N 18.88946 13.07641 14.35117 -1.79 -0.64 -0.59
C 17.72851 12.88411 13.53171 0.94 0.02 2.36
C 17.89690 12.22476 12.36098 -0.76 -0.86 -1.42
C 16.77651 11.94950 11.59386 -0.68 0.56 0.87
C 15.51036 12.32694 12.06313 1.46 -0.51 -0.21
C 15.33038 12.94228 13.29534 0.29 -0.74 0.46
C 16.43303 13.17662 14.04638 1.92 0.61 0.53
S 14.37332 12.75005 10.87304 -0.67 -0.02 -1.02
O 14.53176 14.18818 10.93407 -0.52 0.12 -0.12
O 14.73156 12.06360 9.64989 -0.37 0.33 0.15
N 12.90930 12.41232 11.41215 -0.55 0.37 -0.27
C 12.30818 11.26804 11.06305 0.73 -1.86 -1.62
N 10.98642 11.37192 10.73743 0.49 -0.10 1.52
C 10.30207 10.25965 10.53367 0.02 -0.75 -0.59
C 10.87516 9.02269 10.35510 0.80 0.20 -0.04
C 12.27000 8.99551 10.55545 -0.19 0.56 0.57
N 12.98249 10.05556 10.91723 -1.10 1.38 0.49
H 19.74266 13.13290 13.84047 0.41 0.35 -0.05
H 18.72050 13.74041 15.06668 0.43 0.68 0.51
H 18.82332 11.85919 11.94131 0.44 0.32 0.45
H 16.94576 11.53556 10.62172 -0.51 -0.18 -0.41
H 14.37257 13.18619 13.72259 -0.33 0.12 -0.54
H 16.37582 13.69151 15.01514 -0.06 -0.33 -0.31
H 9.25888 10.41042 10.49103 -1.11 -0.04 -0.33
H 10.29804 8.16606 10.02610 0.09 0.06 0.36
H 12.85422 8.08378 10.56519 -0.18 -0.23 -0.42
C 10.81752 15.20954 11.33868 -2.69 -1.12 -0.37
Ge 10.70529 13.75424 8.62168 0.19 0.22 -1.05
C 12.45419 14.24394 7.84741 -0.54 -0.39 -0.32
C 13.13647 15.09567 8.67271 1.67 0.63 -0.91
C 14.47485 15.38487 8.42964 1.39 0.31 -0.51
C 15.14492 14.79995 7.31799 -0.44 0.92 1.16
C 14.40150 14.07448 6.39041 0.91 0.47 0.42
C 13.06975 13.80498 6.65585 0.75 0.55 1.21
C 10.25913 12.07884 7.65478 -1.67 0.21 0.01
C 11.05369 11.04622 7.16406 -0.08 0.28 0.27
C 10.50966 9.85861 6.69829 -0.50 0.75 0.90
C 9.13968 9.63762 6.78263 -0.27 -1.57 -0.60
C 8.29455 10.64009 7.23917 0.95 0.81 -0.26
C 8.86310 11.85370 7.61425 0.06 0.01 0.31
C 9.55551 15.34171 8.13221 -0.81 0.74 -0.15
C 9.89088 16.42930 7.29105 1.57 -0.28 0.20
C 9.18093 17.62630 7.32827 -0.86 -0.83 1.38
C 8.10454 17.77194 8.23883 -0.23 1.05 -1.24
C 7.58107 16.66394 8.91496 1.03 1.07 0.21
C 8.36822 15.52594 8.86576 -0.11 -1.57 0.40
H 11.86211 15.46868 11.42180 0.39 0.21 0.23
H 12.66904 15.59438 9.48472 -0.36 0.06 0.71
H 15.01370 16.06309 9.13919 -0.42 -0.85 -0.78
H 16.22971 14.92132 7.17748 -0.60 0.13 0.10
H 14.96418 13.75519 5.50199 -0.74 -0.21 0.23
H 12.59726 13.21954 5.94196 -1.34 -1.08 -0.98
H 12.12469 11.07013 7.19014 0.50 0.45 0.09
H 11.24264 9.12619 6.45743 0.00 -0.86 -0.51
H 8.76529 8.62635 6.49178 0.12 1.00 0.27
H 7.22570 10.61880 7.29078 -0.43 -0.68 -0.09
H 8.15205 12.61864 7.95490 0.47 -0.10 -0.05
H 10.88052 16.45043 6.76258 -1.10 -0.35 0.20
H 9.48635 18.46129 6.73197 0.23 0.36 -0.13
H 7.72352 18.82206 8.31722 -0.11 -1.20 0.13
H 6.75539 16.73106 9.64135 0.42 0.02 -0.58
H 8.07199 14.70292 9.52290 0.02 0.16 -0.09
Se 8.04449 2.27847 12.19097 0.39 -1.87 -1.37
Sb 8.01798 3.78088 14.07732 -0.38 1.25 2.98
Se 10.38381 3.02318 15.01962 0.41 -0.47 0.22
Se 7.90081 4.53657 11.64480 -0.42 1.04 -1.82
Se 8.29282 12.95723 12.26152 0.93 0.18 -0.76
C 12.53731 12.95380 15.91651 -1.62 -1.95 -1.83
C 11.96486 14.05487 15.05338 0.89 2.04 0.61
C 12.76535 15.14829 14.61718 -1.92 -1.93 -0.33
C 12.16859 16.12238 13.84607 1.67 1.14 0.86
C 10.83324 16.24635 13.72092 -1.87 -1.56 1.35
C 10.00110 15.17020 14.11406 1.81 1.80 0.75
C 10.58516 14.19717 14.85230 -0.72 -3.06 0.30
S 10.14080 17.38627 12.67821 1.25 2.81 -2.27
O 9.93836 16.30911 11.54994 -0.24 -1.30 -1.82
O 8.84113 17.89177 13.00276 0.35 -0.73 0.41
O 11.11496 18.36864 12.19898 -0.83 -1.32 1.05
H 11.61336 12.37839 16.21805 1.23 0.44 0.41
H 13.10207 13.35600 16.72930 0.32 0.00 0.61
H 13.13368 12.17202 15.32708 -0.52 1.33 0.72
H 13.80762 15.18385 14.76915 1.08 -0.14 0.12
H 12.78726 16.87126 13.40432 0.35 0.56 -0.17
H 8.98212 15.08893 13.89435 -1.35 0.33 -0.29
H 9.86974 13.36218 15.13249 1.21 0.87 -0.12
```
Forces are in eV/Å.

- molecular weight (g mol⁻¹) = 1367.2
- total charge = -2
- multiplicity = 5
- expectation value of S² = 6.024
- E_HOMO (spin up / spin down) (eV) = -0.38 / -2.62
- energy above the lowest of the compared OMol25 structures with the same formula, charge and spin (eV) = 2.0065
- HOMO-LUMO gap (spin up / spin down) (eV) = 3.8 / 5.2
- largest force on an atom (eV/Å) = 3.8

***

Density functional theory data (ωB97M-V/def2-TZVPD) for a 7-piece molecular cluster, C4H24N2O6 overall at a distorted geometry.

Structure (XYZ):
```
36
Properties=species:S:1:pos:R:3:forces:R:3
C -1.22705 2.00324 1.83455 -0.32 0.15 -0.85
C -1.19512 1.94467 0.27586 0.99 0.77 0.35
C 0.26083 2.04022 -0.13370 1.50 0.66 0.41
N 1.08529 0.80682 0.00409 1.15 1.59 0.05
C 2.38429 1.00987 0.75702 -2.83 -0.04 0.37
N 2.29634 0.76983 2.21822 0.86 -1.16 0.35
H -2.26987 1.80353 2.04715 -0.13 0.09 0.94
H -0.87827 2.98526 2.23877 -0.58 -0.58 -0.55
H -0.57388 1.26715 2.31629 -0.33 -0.15 -0.32
H -1.59852 1.04428 -0.18349 -0.33 -0.05 0.68
H -1.78054 2.79081 -0.16121 0.49 -0.56 0.39
H 0.74784 2.86697 0.43428 -0.40 -0.71 0.69
H 0.49177 2.53146 -1.06510 -0.75 -0.46 -1.41
H 0.62807 -0.07470 0.08331 -0.31 -0.48 0.38
H 3.17631 0.37030 0.30409 -0.32 1.10 0.29
H 2.35029 2.11483 0.74733 1.70 -0.58 -0.86
H 1.37232 0.53000 2.55663 -0.04 0.07 -0.36
H 2.92128 0.01819 2.54259 -0.46 0.48 -0.40
O -1.70575 0.45518 -2.29798 0.08 -0.17 -1.30
H -0.94596 0.08341 -1.84274 0.21 -0.02 0.16
H -1.42931 0.36155 -3.23523 -0.27 0.20 0.75
O 1.07509 -0.19927 -2.98941 -0.96 -1.12 -1.14
H 1.80195 -0.56541 -3.52938 -0.22 1.04 1.09
H 1.23400 0.52082 -2.37779 1.16 -0.01 0.22
O -0.55858 -2.73556 -1.16530 -0.17 -2.93 -3.13
H -0.97124 -2.14397 -1.80150 -0.29 1.29 0.57
H -0.51553 -3.48318 -1.89207 0.44 1.34 2.56
O -0.28587 -2.31144 2.16727 -0.03 0.82 0.75
H -0.27981 -3.07931 1.59329 -0.82 -0.08 0.10
H -1.15398 -2.12429 2.58872 0.83 -0.72 -0.90
O -3.02888 -1.43660 -0.70017 0.96 0.85 3.13
H -3.23334 -0.67721 -1.21064 -0.45 -0.27 -1.72
H -3.01498 -2.37217 -0.71162 -0.56 -0.58 -1.35
O 1.96918 -2.29610 0.00423 -0.51 -0.28 0.26
H 1.75353 -2.27837 0.94325 0.34 0.20 0.22
H 1.09811 -2.54081 -0.35962 0.36 0.28 -0.41
```
Forces are in eV/Å.

- SMILES = CCCNCN.O.O.O.O.O.O
- molecular weight (g mol⁻¹) = 196.2
- total charge = 0
- E_HOMO (eV) = -8.10
- energy above the lowest of the compared OMol25 structures with the same formula, charge and spin (eV) = 3.1156
- HOMO-LUMO gap (eV) = 8.2
- largest force on an atom (eV/Å) = 4.3

***

Density functional theory data (ωB97M-V/def2-TZVPD) for C49H39BrIN4O5PSW as an isolated structure at a distorted geometry.

Structure (XYZ):
```
102
Properties=species:S:1:pos:R:3:forces:R:3
W 0.28526 0.32916 0.24550 0.44 0.02 -0.05
O 2.24901 -0.09314 0.21660 -1.11 -0.35 -0.26
P 3.07929 -1.35927 -0.23654 0.01 -0.23 0.26
C 4.78373 -0.87343 -0.30956 0.00 0.28 -0.05
C 5.71188 -1.64356 -1.01507 -0.03 0.03 0.03
C 7.04728 -1.27825 -1.00555 -0.03 -0.05 0.01
C 7.45508 -0.15554 -0.29625 0.03 0.01 -0.01
C 6.53427 0.60846 0.40597 -0.05 0.00 0.04
C 5.19421 0.25247 0.40613 0.04 -0.04 -0.06
C 2.87255 -2.65540 0.97376 0.00 0.02 0.15
C 2.26237 -2.40194 2.19932 0.11 0.01 0.03
C 2.16940 -3.41023 3.14782 -0.01 0.02 0.00
C 2.69407 -4.66500 2.87788 0.02 -0.02 -0.01
C 3.32146 -4.91808 1.66240 0.01 0.03 0.00
C 3.41693 -3.91662 0.71220 -0.05 0.04 -0.02
C 2.55929 -2.00197 -1.81182 0.12 -0.15 -0.11
C 1.64880 -3.06250 -1.85912 0.02 0.08 0.00
C 1.31628 -3.63043 -3.07784 -0.01 -0.01 0.00
C 1.89081 -3.14819 -4.24708 -0.03 0.04 -0.01
C 2.77854 -2.07950 -4.20837 0.02 0.02 0.02
C 3.12190 -1.50861 -2.99302 -0.09 0.00 0.03
H 5.39449 -2.51442 -1.57535 0.02 0.00 -0.01
H 7.76979 -1.86913 -1.55175 0.00 0.01 0.00
H 8.49995 0.12575 -0.29349 -0.01 0.00 0.00
H 6.85914 1.48066 0.95659 0.00 0.00 -0.01
H 4.47084 0.84537 0.95072 0.01 0.02 0.01
H 1.88304 -1.41493 2.42812 -0.03 -0.02 0.00
H 1.69519 -3.20922 4.09990 0.01 0.00 -0.01
H 2.63020 -5.44904 3.62096 -0.02 0.01 -0.01
H 3.74139 -5.89399 1.46009 0.00 0.01 0.00
H 3.91437 -4.11580 -0.22992 -0.03 -0.03 0.00
H 1.22257 -3.45569 -0.94462 -0.02 0.00 -0.02
H 0.62949 -4.46619 -3.11334 -0.01 0.01 0.01
H 1.65397 -3.61432 -5.19493 -0.01 0.01 0.01
H 3.22584 -1.71134 -5.12215 0.00 -0.01 0.00
H 3.84632 -0.70373 -2.95651 0.00 0.00 -0.02
O -4.80548 -5.25842 -3.18783 -0.01 -0.02 0.04
C -4.05182 -5.58369 -2.12181 0.00 0.06 -0.05
O -4.01222 -6.70824 -1.72262 0.03 -0.04 -0.02
C -3.25752 -4.48474 -1.46020 -0.02 -0.04 -0.02
C -2.22807 -4.89095 -0.61564 0.07 -0.04 0.04
C -1.48111 -3.95835 0.08177 -0.09 0.02 -0.18
C -1.76331 -2.60473 -0.08400 0.05 0.19 -0.15
S -0.87891 -1.46940 0.95557 0.21 0.35 0.01
C -2.79568 -2.18193 -0.91284 -0.06 -0.14 0.10
C -3.53863 -3.13181 -1.60198 0.00 0.08 -0.04
H -4.71356 -4.33205 -3.43525 0.03 -0.01 0.01
H -2.04525 -5.95141 -0.50289 -0.02 0.00 0.01
H -0.69765 -4.27342 0.76141 -0.01 -0.01 0.01
H -3.04659 -1.12924 -0.98397 -0.03 0.00 0.03
H -4.36165 -2.78787 -2.21789 -0.02 -0.01 0.03
Br 1.75852 2.21054 5.94135 0.00 0.00 0.01
C 0.66484 0.68605 5.78044 0.01 -0.09 -0.02
C 0.35159 -0.03331 6.92481 -0.01 0.00 0.06
C -0.45588 -1.15703 6.84337 0.00 0.01 0.01
C -0.96439 -1.56840 5.62127 0.00 0.00 -0.07
C -0.65714 -0.86234 4.46591 -0.02 -0.05 0.10
C 0.16108 0.24999 4.56029 -0.02 0.07 -0.05
I 0.64923 1.36548 2.84424 0.05 0.00 0.06
H 0.74032 0.29746 7.87801 0.00 -0.01 0.00
H -0.69221 -1.70667 7.74428 -0.01 0.01 0.00
H -1.60940 -2.43427 5.55666 0.01 0.00 0.01
H -1.05544 -1.17910 3.51426 -0.01 0.02 0.00
O 0.98942 2.45261 -0.00439 -0.51 0.37 0.05
C -0.23691 2.80931 -0.04479 0.99 0.39 -0.09
N -0.78441 4.00200 0.02013 -0.41 -0.14 -0.34
C -2.25009 3.89375 -0.19895 0.00 -0.04 0.08
C -2.40576 2.34555 -0.35886 0.00 0.08 0.31
O -3.39060 1.73566 -0.63016 -0.01 -0.04 0.02
N -1.13081 1.79426 -0.13538 0.21 -0.48 0.25
C -2.69563 4.56907 -1.48748 0.00 0.02 0.03
C -4.05740 4.58615 -1.78468 0.01 -0.02 0.02
C -4.51135 5.22931 -2.92260 0.00 0.01 -0.01
C -3.61367 5.86103 -3.77620 0.02 -0.01 0.01
C -2.25795 5.82311 -3.49773 0.00 -0.02 0.03
C -1.79734 5.17202 -2.35732 0.01 0.03 -0.03
C -2.98770 4.38115 1.04379 -0.03 -0.02 -0.02
C -3.40191 5.70498 1.13042 -0.02 0.03 0.01
C -4.03805 6.16186 2.27617 0.03 0.00 0.01
C -4.26241 5.30138 3.34046 0.00 -0.02 -0.01
C -3.83804 3.98191 3.26337 0.04 0.01 0.00
C -3.19692 3.52540 2.12209 -0.02 0.00 -0.03
H -0.28431 4.86728 0.15014 0.02 -0.01 -0.01
H -4.75932 4.10398 -1.11633 0.00 0.03 0.00
H -5.57178 5.25514 -3.13552 0.01 -0.02 -0.01
H -3.97337 6.38877 -4.64938 0.00 -0.03 -0.01
H -1.55284 6.31400 -4.15543 -0.01 -0.01 0.00
H -0.73292 5.15851 -2.15737 -0.01 0.02 0.01
H -3.24548 6.38124 0.29910 -0.02 -0.02 -0.01
H -4.36491 7.19157 2.33230 0.00 -0.01 0.00
H -4.77367 5.65513 4.22572 0.01 0.00 0.00
H -4.01416 3.30439 4.08845 -0.01 0.01 0.00
H -2.88236 2.48801 2.07337 -0.03 -0.01 0.00
N 0.92659 1.08857 -2.59078 0.06 0.09 -0.03
C 0.52813 1.06005 -3.86324 -0.03 0.01 -0.09
C -0.45977 0.09830 -3.97016 0.01 -0.05 0.02
C -0.59398 -0.42395 -2.69019 0.11 -0.08 -0.10
N 0.25539 0.17816 -1.84794 0.09 -0.22 0.00
H 1.62554 1.67550 -2.15776 -0.07 0.02 0.05
H 0.95985 1.71640 -4.60170 0.02 -0.03 0.02
H -0.99895 -0.19157 -4.85470 0.00 0.05 0.01
H -1.26289 -1.18454 -2.32484 0.11 -0.02 -0.04
```
Forces are in eV/Å.

- molecular weight (g mol⁻¹) = 1217.6
- total charge = +2
- E_HOMO (spin up / spin down) (eV) = -13.28 / -13.28
- energy above the lowest of the compared OMol25 structures with the same formula, charge and spin (eV) = 0.9980
- HOMO-LUMO gap (spin up / spin down) (eV) = 6.6 / 6.6
- largest force on an atom (eV/Å) = 1.2

***

Density functional theory data (ωB97M-V/def2-TZVPD) for a 2-piece molecular cluster, CH4ClPS overall at a distorted geometry.

Structure (XYZ):
```
8
Properties=species:S:1:pos:R:3:forces:R:3
C 0.80876 1.17581 -0.86067 -2.15 1.67 4.25
P -0.98975 -0.88074 0.64322 -2.02 -0.31 1.28
S 0.96725 -0.74294 0.95946 0.84 2.21 -0.87
Cl -0.64489 0.95328 -1.64263 0.18 0.28 0.02
H 1.61452 0.74867 -1.26916 2.90 -1.20 -1.64
H 0.89657 2.05349 -0.11330 -0.19 -1.64 -1.64
H -0.90534 -2.20239 0.35865 -0.64 -1.40 -0.45
H -1.74712 -1.10519 1.92443 1.08 0.39 -0.95
```
Forces are in eV/Å.

- molecular weight (g mol⁻¹) = 114.5
- total charge = 0
- E_HOMO (spin up / spin down) (eV) = -8.59 / -8.59
- energy above the lowest of the compared OMol25 structures with the same formula, charge and spin (eV) = 3.1128
- HOMO-LUMO gap (spin up / spin down) (eV) = 7.6 / 7.6
- largest force on an atom (eV/Å) = 5.0